DFT (the ωB97M-V functional and the def2-TZVPD basis) results for a structure of composition C11H23F6LiN2O7S2.

Geometry as XYZ:
```
52
Properties=species:S:1:pos:R:3:mulliken_charge:R:1
Li -0.949 -0.195 0.212 0.764
C -2.488 -3.201 4.287 0.677
F -2.988 -4.429 4.601 -0.203
F -2.588 -2.305 5.227 -0.216
F -1.215 -3.329 4.053 -0.228
S -3.488 -2.389 2.727 0.900
O -4.758 -3.120 2.810 -0.587
O -3.664 -0.940 2.881 -0.633
N -2.436 -2.664 1.430 -0.260
S -2.634 -4.077 0.802 0.850
O -2.970 -5.084 1.823 -0.585
O -3.219 -4.178 -0.504 -0.622
C -0.750 -4.438 0.412 0.636
F -0.569 -5.655 -0.133 -0.224
F -0.401 -3.512 -0.484 -0.244
F -0.043 -4.350 1.542 -0.201
C 4.024 1.620 0.607 -1.075
C 3.720 0.104 0.657 0.521
C 3.625 -0.560 2.043 -1.251
O 2.522 -0.109 -0.017 -0.415
H 4.179 1.947 -0.421 0.316
H 4.875 1.893 1.230 0.395
H 3.228 2.199 1.076 0.139
H 4.337 -0.521 0.011 0.278
H 2.648 -0.345 2.474 0.259
H 4.339 -0.144 2.754 0.368
H 3.855 -1.626 2.042 0.318
H 2.670 -0.194 -0.961 0.186
C 1.938 0.186 -4.420 -0.862
O 0.768 0.459 -3.533 -0.227
C -0.022 1.620 -3.895 -0.575
C -1.480 1.652 -3.314 -0.946
N -1.695 1.696 -1.899 -0.109
C -1.032 2.963 -1.479 -0.489
C -1.363 3.324 -0.030 -0.891
O -0.473 2.496 0.758 -0.078
C -0.341 2.862 2.084 -0.821
H 2.569 -0.574 -3.961 0.242
H 2.545 1.091 -4.454 0.363
H 1.583 -0.199 -5.376 0.345
H -0.115 1.494 -4.974 0.429
H 0.485 2.562 -3.687 0.382
H -1.909 0.745 -3.742 0.384
H -2.070 2.479 -3.709 0.452
H -2.697 1.822 -1.897 0.234
H -1.397 3.770 -2.115 0.464
H 0.041 2.778 -1.518 0.216
H -2.346 3.178 0.417 0.376
H -1.035 4.322 0.261 0.384
H 0.444 2.204 2.456 0.185
H -1.281 2.791 2.632 0.364
H 0.020 3.882 2.218 0.313
```

## Properties
E_HOMO = -9.34 eV
energy = -67268.97488 eV
gap between HOMO and LUMO = 0.3316 Ha
energy above the lowest of the compared OMol25 structures with the same formula, charge and spin = 4.996 eV